# 1
C18H19N3O4S | ωB97M-V with the def2-TZVPD basis set

Computed properties:
- Gap between HOMO and LUMO: 8.02 eV
- Charge: 0
- Multiplicity: 1
- Structure (SMILES): C=CCn1c(C)cc(C(=O)CN2NS(=O)(=O)c3ccccc3C2=O)c1C
- ΔE to the lowest compared entry with this formula, charge and spin: 5.597 eV

The geometry in XYZ format:
```
45
Properties=species:S:1:pos:R:3:forces:R:3
C -0.547213 4.982076 4.529464 1.6 -2.2 -0.6
C 0.235226 3.905853 4.148175 -2.7 3.0 1.4
C -0.248716 2.496459 4.296244 0.8 0.1 -1.5
N -0.127567 1.803696 2.982732 -0.4 0.1 0.2
C 0.975957 1.040533 2.601668 -0.3 -0.6 -1.4
C 2.226244 0.679903 3.405322 -1.3 0.2 -0.4
C 0.715276 0.631907 1.309668 -0.3 0.4 -0.4
C -0.569106 1.176769 0.856665 1.9 -0.4 0.5
C -1.171862 0.971570 -0.478406 -0.8 -1.0 1.0
O -2.378838 0.916508 -0.611748 -0.6 0.4 -0.2
C -0.334726 0.646160 -1.692397 0.4 0.4 -0.7
N -0.282334 -0.797311 -2.015950 0.2 -0.8 -0.7
N -1.538745 -1.532318 -2.145723 1.1 -1.0 0.0
S -1.803068 -2.548863 -3.506125 -3.2 0.7 -0.7
O -2.935579 -3.458385 -3.199822 3.1 1.0 0.4
O -2.168980 -1.701076 -4.637237 1.7 -0.7 0.6
C -0.168318 -3.334798 -3.649338 1.1 0.0 0.7
C -0.044953 -4.603960 -4.252417 -1.3 0.5 0.1
C 1.176869 -5.233021 -4.387886 0.8 0.5 0.7
C 2.326147 -4.567834 -3.894177 -0.8 -0.2 -0.4
C 2.247021 -3.327354 -3.290563 -1.1 0.2 -0.4
C 1.002575 -2.691005 -3.125592 -1.8 -0.5 -0.2
C 0.931742 -1.355513 -2.428959 0.4 1.4 0.1
O 1.965555 -0.696794 -2.292481 -0.8 -0.8 0.0
C -1.048436 1.899449 1.930178 0.3 0.1 0.3
C -2.309809 2.710080 1.966671 0.3 0.0 0.2
H -1.465326 4.828746 5.078681 -0.3 -0.1 -0.2
H -0.271505 6.015880 4.359271 0.3 -0.1 0.0
H 1.180305 4.145368 3.722701 0.7 -0.3 -0.5
H 0.323880 1.967595 5.040279 0.3 -0.4 0.1
H -1.270986 2.482986 4.597753 -0.8 0.0 0.2
H 1.984328 -0.075029 4.157352 0.1 0.3 0.2
H 2.930434 0.224232 2.715689 0.0 0.0 -0.1
H 2.694147 1.561514 3.831129 0.1 0.0 0.3
H 1.345710 -0.011025 0.702657 0.0 0.2 0.2
H 0.650494 1.048565 -1.486746 0.4 -0.7 -0.3
H -0.696097 1.217596 -2.574244 -0.2 -0.4 0.5
H -2.352448 -0.926308 -2.054796 0.2 0.3 0.1
H -0.962905 -5.104604 -4.582202 0.4 0.2 0.1
H 1.225557 -6.243143 -4.803194 0.1 0.5 0.1
H 3.313949 -4.974426 -3.978867 0.2 -0.5 -0.2
H 3.156314 -2.820994 -3.034602 0.1 0.3 0.4
H -2.804881 2.632049 0.995127 0.2 0.1 0.2
H -2.115182 3.771305 2.216497 -0.2 -0.6 0.0
H -2.990150 2.246963 2.679551 -0.2 0.3 0.2
```
Forces are in eV/Å.

# 2
C18H19N3O5S | ωB97M-V with the def2-TZVPD basis set

Computed properties:
- Gap between HOMO and LUMO: 8.97 eV
- Charge: 0
- Multiplicity: 1
- Structure (SMILES): CCOC(=O)c1ccc(NS(=O)(=O)c2ccc3c(c2)n(C)c(=O)n3C)cc1
- ΔE to the lowest compared entry with this formula, charge and spin: 0.499 eV

The geometry in XYZ format:
```
46
Properties=species:S:1:pos:R:3:forces:R:3
C 2.160071 3.546805 5.445628 -0.2 -0.1 -0.4
C 1.301019 3.672360 4.195336 -0.2 0.3 0.5
O 1.487229 2.561198 3.320336 0.2 -0.2 -0.2
C 0.783694 1.451701 3.593588 -0.2 0.0 0.2
O -0.007805 1.370956 4.503182 0.1 0.0 -0.1
C 1.075365 0.351858 2.648729 0.1 -0.2 -0.2
C 2.002481 0.481856 1.615693 -0.2 0.0 0.2
C 2.244658 -0.569633 0.758320 0.0 -0.1 0.0
C 1.558434 -1.774736 0.914195 0.0 0.8 0.4
N 1.803080 -2.824369 0.046930 0.3 -0.5 -0.9
S 2.139974 -2.608335 -1.593649 -0.4 -0.1 0.3
O 3.394997 -1.942873 -1.742497 -0.2 0.3 0.1
O 1.966883 -3.913035 -2.155268 -0.3 0.0 0.1
C 0.812750 -1.535097 -2.111553 0.8 -0.2 0.1
C 1.058894 -0.192225 -2.331988 0.2 -0.1 0.0
C 0.025479 0.665441 -2.682542 -0.3 -0.1 -0.1
C -1.241565 0.122944 -2.800094 0.4 -0.3 0.1
C -1.477253 -1.254103 -2.579682 0.6 0.2 0.1
C -0.447055 -2.101597 -2.225732 -0.5 0.1 -0.1
N -2.815739 -1.473497 -2.786488 0.0 0.1 0.0
C -3.510574 -2.727487 -2.687300 -0.1 -0.1 0.0
C -3.432570 -0.285031 -3.130722 -0.2 0.0 0.0
O -4.602397 -0.123999 -3.382591 -0.4 0.1 -0.1
N -2.446066 0.686590 -3.130888 0.0 -0.1 0.0
C -2.699184 2.065350 -3.447222 -0.1 0.2 0.0
C 0.638113 -1.910807 1.955290 0.1 -0.1 -0.2
C 0.404326 -0.858851 2.813335 0.1 0.2 0.0
H 3.206870 3.434917 5.173345 0.1 0.0 0.0
H 2.044131 4.435860 6.058791 0.0 0.1 0.1
H 1.849737 2.678330 6.021248 0.0 0.0 0.1
H 1.586557 4.547376 3.607333 -0.1 -0.1 0.0
H 0.242643 3.735079 4.469829 0.2 0.1 -0.1
H 2.535384 1.411797 1.497043 0.1 0.1 0.0
H 2.978474 -0.490332 -0.026152 0.1 0.1 0.0
H 1.287714 -3.673382 0.218845 0.0 -0.1 -0.1
H 2.070584 0.165835 -2.242554 0.1 0.1 0.0
H 0.206814 1.712831 -2.858922 0.0 0.1 0.0
H -0.581215 -3.158274 -2.066487 -0.1 -0.2 0.0
H -4.551076 -2.541878 -2.951282 0.1 -0.1 0.0
H -3.457511 -3.116995 -1.668993 0.0 0.0 0.0
H -3.082412 -3.457504 -3.376104 0.0 0.0 0.0
H -2.121970 2.370834 -4.321675 0.0 0.0 0.0
H -3.762996 2.156563 -3.663332 0.1 0.0 0.0
H -2.442195 2.706291 -2.602116 0.0 0.0 0.0
H 0.117073 -2.848377 2.085939 -0.1 -0.1 0.0
H -0.303846 -0.950357 3.622897 -0.1 0.0 0.1
```
Forces are in eV/Å.

# 3
C18H19N3O6 | ωB97M-V with the def2-TZVPD basis set

Computed properties:
- Gap between HOMO and LUMO: 7.00 eV
- Charge: 0
- Multiplicity: 1
- ΔE to the lowest compared entry with this formula, charge and spin: 16.795 eV

The geometry in XYZ format:
```
46
Properties=species:S:1:pos:R:3:forces:R:3
C 3.724934 -4.132931 0.305666 -6.4 0.8 -8.4
H 4.113921 -3.326909 -0.447663 -0.7 -1.9 1.3
O 2.354611 -3.509453 0.678719 3.8 -1.6 -0.3
C 1.677243 -4.325553 1.485062 -0.8 -3.4 0.4
C 2.024508 -5.695223 1.778472 -0.4 0.7 2.8
C 1.223774 -6.338587 2.859150 2.3 -0.6 -2.4
C 0.151079 -5.726138 3.336053 -7.1 1.1 2.4
C -0.458438 -4.500252 2.749936 4.7 -1.5 0.6
C 0.409515 -3.822248 1.923089 0.7 2.2 -1.7
C 0.206880 -2.375856 1.429917 -13.9 -5.9 7.9
C -1.086624 -1.738338 1.809455 12.4 2.2 -7.0
C -1.204016 -0.485692 1.140385 3.8 5.9 -3.1
O -0.160027 0.211298 0.311291 -6.1 -4.1 4.9
O -2.351296 0.196992 1.447411 1.5 -2.8 -1.2
C -2.557643 1.408343 0.786786 0.9 3.4 7.0
C -2.059745 1.488050 -0.512378 0.9 -0.1 -6.4
O -2.288127 0.551611 -1.358846 -0.8 0.2 2.9
C -1.419871 2.674259 -1.106784 -2.2 -0.3 2.4
C -1.003711 2.663540 -2.399061 4.3 -1.4 -0.5
N -0.971482 1.533416 -3.029511 0.5 -3.8 -4.8
H -0.424344 1.236372 -3.960188 -1.7 1.8 3.1
H -1.515162 0.723091 -2.491832 0.5 1.5 -0.5
N -0.130263 3.634748 -2.712057 1.0 -0.7 -2.9
C 0.155691 4.821322 -1.946476 -6.1 -10.5 -0.5
O 0.521592 5.597295 -2.609538 8.6 13.3 -7.6
N -0.672799 4.981532 -0.991524 -0.9 -0.5 5.4
C -1.307515 3.905533 -0.522635 -7.1 1.6 8.7
O -2.198024 4.210062 0.686832 4.8 -1.4 -5.7
C -0.434661 6.122786 -0.137196 -9.0 3.9 -10.8
H -1.478613 6.611562 -0.062271 1.3 -1.0 0.7
H -0.048251 6.846678 -0.761484 2.2 1.3 -0.7
H -0.148331 5.880698 0.662593 4.7 -3.0 11.5
C 0.619109 3.529234 -4.050460 -1.9 2.4 0.6
H 1.268845 4.385715 -4.310208 -0.8 -0.3 0.7
H 0.010252 3.301457 -4.930517 -0.5 0.3 0.5
H 1.224155 2.746403 -3.899781 2.5 -3.1 0.3
H -3.661529 1.662955 0.915950 1.7 0.0 -0.3
H -1.733425 2.283720 1.637035 -3.0 -2.1 -3.0
H -1.839513 -2.094730 2.216765 -6.7 -3.7 3.9
H 0.951560 -1.975857 1.107584 8.0 5.4 -4.4
H -1.146248 -3.830403 3.174293 -1.6 -0.3 0.8
H -0.624813 -6.240600 4.195105 2.7 1.2 -2.4
H 1.437751 -7.372686 3.233963 0.2 1.2 -0.5
H 3.027731 -6.176537 1.651298 -1.2 0.7 -0.4
H 3.448778 -5.251345 -0.279267 1.0 3.6 1.6
H 4.372543 -4.289331 0.996864 3.6 -0.8 5.2
```
Forces are in eV/Å.

# 4
C18H19N6O5PtS2 | ωB97M-V with the def2-TZVPD basis set

Computed properties:
- Gap between HOMO and LUMO: 6.43 eV
- Charge: -1
- Multiplicity: 1
- ΔE to the lowest compared entry with this formula, charge and spin: 0.876 eV

The geometry in XYZ format:
```
51
Properties=species:S:1:pos:R:3:forces:R:3
Pt -1.404381 0.386552 0.486698 -0.8 -0.9 0.2
O -4.784298 -0.541568 -1.043061 0.1 0.0 0.1
S -3.652959 0.345405 -1.071722 -0.1 0.1 -0.1
O -3.764905 1.435107 -2.020366 0.0 0.0 0.0
O -2.343701 -0.424695 -1.306962 0.3 0.4 -0.1
O -3.351324 0.901091 0.344702 0.1 -0.1 0.0
S -1.196246 0.516912 2.745531 0.2 0.3 0.0
C 0.348987 -0.285020 2.805672 0.2 0.2 -0.3
N 0.936908 -0.768644 3.841518 -0.1 -0.2 0.3
N 0.253067 -0.671489 4.996447 0.1 0.1 -0.1
C 0.637182 -1.413221 6.100901 0.0 0.0 0.0
C -0.165646 -1.376880 7.243243 0.0 0.0 0.0
C 0.177988 -2.120648 8.357739 0.0 0.0 0.0
C 1.326122 -2.902623 8.360940 0.0 0.0 0.0
C 2.127131 -2.923885 7.227079 0.0 0.0 0.0
C 1.797481 -2.187391 6.101016 0.0 0.0 0.0
N 1.119165 -0.423675 1.636657 -0.2 0.0 0.0
N 0.500379 -0.173144 0.578734 0.2 0.2 0.0
C 1.323091 -0.224360 -0.602767 -0.2 -0.3 0.0
C 2.662311 0.123147 -0.539206 0.1 0.1 0.0
C 3.430561 0.055274 -1.689878 0.0 0.0 0.0
C 2.866097 -0.378298 -2.882148 0.0 0.0 0.0
C 1.524980 -0.735484 -2.925053 0.0 0.0 0.0
C 0.739772 -0.649547 -1.786495 0.0 0.0 0.0
H -0.685022 -0.289093 4.967338 0.0 0.0 0.0
H -1.065320 -0.772848 7.244169 0.0 0.0 0.0
H -0.463424 -2.095412 9.229857 0.0 0.0 0.0
H 1.587069 -3.491639 9.230101 0.0 0.0 0.0
H 3.021172 -3.535147 7.210629 0.0 0.0 0.0
H 2.410865 -2.209840 5.212553 0.0 0.0 0.0
H 3.082359 0.455362 0.399423 0.0 0.0 0.0
H 4.472908 0.344791 -1.653534 0.0 0.0 0.0
H 3.470841 -0.434842 -3.778681 0.0 0.0 0.0
H 1.086137 -1.088629 -3.849131 0.0 0.0 0.0
H -0.310131 -0.912856 -1.800907 0.0 0.0 0.0
N -0.613567 2.287942 -1.473919 0.2 0.2 -0.1
C -0.912685 2.145048 -2.581132 -0.1 0.0 0.1
N -1.167766 1.993846 -3.868433 0.1 0.0 -0.2
C -2.106248 1.014739 -4.405269 0.0 0.0 -0.1
C -1.479698 0.430797 -5.656486 0.0 0.0 0.0
O -1.148930 1.442761 -6.604222 0.0 0.0 0.0
C -0.240857 2.381421 -6.055550 0.0 0.0 0.0
C -0.811809 3.041559 -4.811396 0.0 0.0 0.0
H -3.049113 1.512171 -4.651281 0.0 0.0 0.1
H -2.309536 0.253655 -3.657434 0.0 0.0 0.0
H -2.170453 -0.248730 -6.153642 0.0 0.0 0.0
H -0.569065 -0.119843 -5.385977 0.0 0.0 0.0
H -0.049808 3.122435 -6.832520 0.0 0.0 0.0
H 0.701993 1.880288 -5.795221 0.0 0.0 0.0
H -1.705053 3.618483 -5.081739 0.0 0.0 0.0
H -0.082612 3.710663 -4.356797 0.0 0.0 0.0
```
Forces are in eV/Å.

| no. | DFT total energy (eV) | maximum force (eV/A) |
| --- | --- | --- |
| 1 | -42466.76154 | 4.26 |
| 2 | -44518.90361 | 1.05 |
| 3 | -35714.26675 | 17.55 |
| 4 | -63070.60969 | 1.27 |